Computed, not measured: a structure of composition C41H92N2O21P5Ti, with ωB97M-V/def2-TZVPD.

Geometry as XYZ:
```
162
C41H92N2O21P5Ti ωB97M-V/def2-TZVPD
Ti 19.95822 -15.88098 1.27468
C 21.68495 -18.35364 2.29237
C 22.01582 -17.20394 3.31894
C 23.52051 -17.27978 3.75152
O 21.68078 -15.88328 2.84676
H 22.09830 -18.28870 1.28589
H 20.60627 -18.38585 2.13900
H 22.00805 -19.32147 2.67579
H 21.49095 -17.47150 4.23601
H 23.51872 -18.10813 4.46001
H 23.94405 -16.38908 4.21562
H 24.10187 -17.41192 2.83903
C 21.06537 -10.09994 2.93802
C 21.37198 -9.28980 4.15195
O 20.42302 -9.64760 5.16657
P 20.80532 -10.89420 6.11532
O 19.66341 -11.19503 7.07588
O 21.09560 -12.11885 5.21906
C 21.71614 -13.35799 5.65627
C 23.16688 -13.30123 5.22996
O 22.18246 -10.33369 6.72592
C 22.32885 -10.05310 8.09075
C 22.81188 -11.29414 9.02047
H 20.04935 -9.97712 2.56290
H 21.63989 -9.94371 2.02499
H 21.22915 -11.16284 3.11558
H 22.44993 -9.25578 4.30995
H 21.02635 -8.28461 3.91066
H 21.53340 -13.51678 6.71905
H 21.15461 -14.15526 5.16927
H 23.70943 -12.54887 5.80240
H 23.63347 -14.28596 5.25620
H 23.29903 -13.05146 4.17723
H 23.19283 -9.40469 7.94519
H 21.43237 -9.52102 8.40904
H 23.28867 -10.98218 9.94968
H 22.07494 -11.93767 9.50098
H 23.51221 -11.86775 8.41333
C 12.23815 -15.34674 6.34078
C 13.17587 -16.41045 7.01942
O 14.51451 -16.37251 6.50947
P 15.77536 -16.78362 7.43770
O 15.56775 -17.89216 8.32891
O 17.01206 -16.80988 6.33011
C 17.81040 -17.91948 6.48107
C 18.96478 -17.89177 5.40479
O 15.97454 -15.32463 8.19389
C 17.17282 -15.12784 8.83717
C 17.70993 -13.70109 8.79449
H 12.64633 -14.34161 6.44673
H 12.10513 -15.63946 5.29929
H 11.31659 -15.27583 6.91852
H 13.24553 -16.26552 8.09749
H 12.80892 -17.42206 6.84590
H 18.11845 -18.06795 7.51603
H 17.20139 -18.79427 6.25320
H 19.68740 -17.12938 5.69581
H 19.54657 -18.80551 5.52598
H 18.59509 -17.92316 4.37988
H 16.93192 -15.33083 9.88066
H 17.83164 -15.85543 8.36319
H 18.28569 -13.41112 7.91557
H 16.86707 -13.01212 8.84940
H 18.38009 -13.51531 9.63382
C 18.06447 -20.13457 2.33038
C 17.58475 -19.16034 1.29470
O 18.23022 -19.49871 0.13734
P 18.49725 -18.27732 -0.93894
O 19.47627 -17.30687 -0.32726
O 17.08147 -17.61820 -1.39026
C 17.08767 -16.33175 -2.06119
C 15.67787 -15.83585 -2.45636
O 18.94760 -18.98253 -2.28487
C 20.25682 -18.90166 -2.89083
C 21.38499 -19.37559 -2.03940
H 17.79515 -21.11864 1.94673
H 19.10555 -19.91718 2.56909
H 17.64049 -19.96890 3.32079
H 16.50717 -19.14329 1.13150
H 17.77057 -18.13930 1.62795
H 17.59539 -15.61727 -1.41323
H 17.71834 -16.36480 -2.94959
H 15.09154 -16.67153 -2.83841
H 15.16444 -15.60895 -1.52203
H 15.44324 -14.98712 -3.09877
H 20.14390 -19.42421 -3.84072
H 20.52214 -17.85783 -3.05851
H 21.37737 -19.13505 -0.97630
H 21.30897 -20.46238 -2.07426
H 22.34756 -19.04291 -2.42784
C 21.64937 -14.73314 -0.68891
C 22.34213 -13.91584 -1.92900
O 23.67774 -14.47373 -1.99512
P 23.94163 -15.67161 -3.03807
O 22.75052 -16.55938 -3.27406
O 24.83234 -15.07595 -4.20238
C 25.62220 -13.83170 -4.04071
C 27.01389 -14.22589 -3.34087
O 25.07769 -16.54708 -2.29695
C 24.83926 -16.96201 -0.94611
C 26.10966 -17.54454 -0.42188
H 21.64266 -15.80872 -0.86549
H 22.23777 -14.64904 0.22477
H 20.65023 -14.39320 -0.41634
H 21.78955 -13.97450 -2.86673
H 22.40868 -12.86465 -1.64851
H 25.97121 -13.34052 -4.94902
H 25.00190 -13.08679 -3.54230
H 27.63111 -13.39215 -3.00615
H 26.76117 -14.84324 -2.47883
H 27.49469 -14.83225 -4.10849
H 24.50717 -16.17132 -0.27335
H 24.02727 -17.66792 -0.77157
H 26.37195 -18.39864 -1.04624
H 26.92618 -16.83372 -0.29491
H 25.96476 -18.08716 0.51229
C 26.57994 -14.95321 8.22613
C 25.65567 -16.09843 8.00321
O 26.17470 -17.12899 7.09436
P 27.14323 -18.23386 7.71351
O 28.20075 -17.75765 8.60298
O 26.02654 -19.12333 8.51707
C 26.57458 -20.27057 9.33047
C 26.13467 -20.24228 10.77412
O 27.49465 -19.04648 6.33048
C 26.44122 -19.58774 5.48460
C 26.83847 -19.50353 3.97861
H 26.20177 -14.23714 8.95574
H 27.63228 -15.16582 8.41445
H 26.47816 -14.25418 7.39602
H 25.34478 -16.40971 9.00048
H 24.76922 -15.68341 7.52354
H 25.99405 -21.07781 8.88388
H 27.59517 -20.50390 9.02708
H 26.84747 -19.64714 11.34492
H 25.18779 -19.74189 10.97691
H 26.02494 -21.16764 11.33961
H 26.22870 -20.61764 5.77139
H 25.50510 -19.06029 5.66784
H 27.14030 -18.49627 3.69154
H 27.74474 -20.05738 3.73364
H 26.13199 -19.93320 3.26840
N 25.18368 -21.93388 1.48735
C 25.97568 -22.52798 0.55179
C 25.72273 -21.95114 -0.65186
C 24.68738 -21.07015 -0.50098
C 24.38810 -21.00706 0.82902
H 25.30150 -21.97294 2.48969
H 26.66708 -23.27963 0.90306
H 26.32679 -22.12076 -1.53092
H 24.26073 -20.50915 -1.31930
H 23.69101 -20.39746 1.38476
N 26.74310 -12.75296 4.77583
C 26.20826 -13.64749 3.82969
C 26.62519 -14.97153 4.07939
C 27.72266 -14.70695 4.96091
C 27.76568 -13.34814 5.43392
H 26.50824 -11.77239 4.71723
H 25.60672 -13.28348 3.00989
H 26.26304 -15.90244 3.66871
H 28.30938 -15.50148 5.39782
H 28.32368 -12.92231 6.25472
```

Results
* 2S+1: 4
* maximum force: 5.2 eV Å⁻¹
* highest occupied orbital energy (spin up / spin down): -5.5209 / -7.8285 eV
* charge: 0
* calculated total energy: -159551.4737 eV
* LUMO (spin up / spin down): 0.29 / 0.15 eV
* Kohn-Sham gap (spin up / spin down): 5.808 / 7.975 eV



Computed, not measured: a structure of composition C41H93O31P4, with ωB97M-V/def2-TZVPD.

Geometry as XYZ:
```
169
C41H93O31P4 ωB97M-V/def2-TZVPD
O -8.05013 17.98682 3.62355
C -8.87876 17.95927 2.62629
O -9.73094 17.02244 2.62961
O -8.77902 18.80046 1.75369
H -8.62656 17.24967 3.83783
C -4.27902 24.76674 9.04432
C -4.58031 23.90353 10.27897
O -5.99022 23.92142 10.53252
P -7.07565 22.72103 10.09363
O -6.54262 21.34058 10.01205
O -8.32853 22.92495 11.08611
C -8.82533 24.22200 11.31633
C -10.29030 24.44895 10.93366
O -7.62979 23.30478 8.70394
C -8.03492 22.48123 7.62780
C -9.34196 21.67610 7.85588
H -3.23485 24.75886 8.73169
H -4.92666 24.55193 8.19430
H -4.41118 25.81238 9.32226
H -4.16038 22.90356 10.17028
H -4.11496 24.34824 11.15861
H -8.68779 24.36292 12.38840
H -8.19326 24.99543 10.87999
H -10.29474 24.31191 9.85232
H -10.94873 23.76706 11.47182
H -10.69089 25.44704 11.11096
H -8.22096 23.20240 6.83192
H -7.17816 21.83897 7.42393
H -9.11663 20.89120 8.57785
H -10.19905 22.29699 8.11666
H -9.60765 21.24336 6.89139
C -1.68068 15.10577 -5.25386
C -2.80923 16.00483 -5.48203
O -3.96589 15.23314 -5.34291
P -5.46035 15.81016 -5.68454
O -5.48957 16.62774 -6.91469
O -5.87851 16.58528 -4.27241
C -7.16620 17.15245 -4.00682
C -7.26520 18.60287 -4.46137
O -6.39853 14.45725 -5.56608
C -7.10301 14.00001 -6.71062
C -8.29128 13.10852 -6.39443
H -1.57873 14.83023 -4.20420
H -1.60089 14.24076 -5.91226
H -0.73045 15.59897 -5.45859
H -2.69888 16.77356 -4.71720
H -2.60526 16.50968 -6.42629
H -7.97011 16.53267 -4.40393
H -7.34655 17.06739 -2.93521
H -8.01095 19.25301 -4.00393
H -6.29863 19.05802 -4.24531
H -7.29146 18.71757 -5.54500
H -7.53716 14.85193 -7.23392
H -6.41918 13.49421 -7.39229
H -9.04699 13.66543 -5.84048
H -8.85972 12.81444 -7.27674
H -8.12645 12.21698 -5.78937
C -9.20684 11.70805 3.90545
C -10.56321 11.00516 3.53770
O -10.28037 9.73383 3.14603
P -11.13439 8.97511 1.99357
O -12.57233 8.86735 2.34878
O -10.30063 7.56877 1.81570
C -10.79984 6.41845 1.18135
C -10.33944 5.23326 2.05270
O -10.80718 9.82016 0.65867
C -9.48796 9.75616 0.19749
C -8.93223 11.08649 -0.29768
H -8.67415 11.33963 4.78216
H -8.48933 11.58410 3.09432
H -9.44341 12.77081 3.95717
H -11.31975 11.13338 4.31185
H -10.85235 11.59607 2.66861
H -11.88337 6.45199 1.06766
H -10.41646 6.32411 0.16536
H -10.21857 4.34414 1.43387
H -9.35816 5.47306 2.46221
H -10.89015 5.06969 2.97901
H -8.86244 9.47229 1.04381
H -9.31851 9.02338 -0.59145
H -9.45414 11.53251 -1.14430
H -8.86043 11.83614 0.49034
H -7.91369 10.94235 -0.65809
C -2.49632 20.04480 6.44879
C -0.96556 20.23506 6.56520
O -0.65727 20.94981 7.82218
P 0.50216 20.43024 8.82045
O 0.68330 21.23030 10.06545
O -0.01025 18.93381 9.17323
C -1.00437 18.78254 10.21573
C -1.59364 17.38418 10.07005
O 1.82486 20.25447 7.94349
C 3.10214 20.14733 8.61055
C 4.22966 20.14029 7.55802
H -2.89624 19.46735 5.61530
H -2.85456 19.52156 7.33534
H -2.95517 21.02503 6.31950
H -0.35321 19.35123 6.38638
H -0.52073 20.88996 5.81599
H -0.49333 18.79771 11.17838
H -1.89141 19.40666 10.10735
H -2.13235 17.31375 9.12509
H -0.74739 16.69735 10.05500
H -2.28178 17.21034 10.89729
H 3.27020 20.91535 9.36554
H 3.09442 19.21293 9.17172
H 4.14698 19.24368 6.94372
H 4.33964 21.06468 6.99101
H 5.12381 19.98344 8.16134
C -17.91083 16.34062 9.57772
C -17.20729 15.07269 8.89427
O -15.78962 15.41649 8.75297
C -15.39327 16.10572 7.66545
O -16.17452 16.40268 6.73281
O -14.08961 16.39650 7.74356
C -13.48689 16.87270 6.56112
H -18.95804 16.12053 9.78512
H -17.89232 17.24496 8.96951
H -17.55757 16.53042 10.59126
H -17.81370 14.85096 8.01609
H -17.27842 14.15597 9.47964
H -13.66946 16.28222 5.66329
H -12.40127 16.91936 6.64682
H -13.89244 17.83827 6.25892
C -11.52783 11.67350 9.59933
C -10.07440 11.91177 9.68502
O -9.82531 13.13632 9.01050
C -8.84486 13.95264 9.43562
O -8.02333 13.76314 10.32345
O -8.71512 14.87456 8.52772
C -7.65596 15.84507 8.40121
H -11.76284 10.80213 10.21054
H -11.94201 11.55714 8.59783
H -12.09453 12.49791 10.03210
H -9.49985 11.08832 9.26085
H -9.78782 11.94056 10.73628
H -7.13836 16.18056 9.29989
H -8.12852 16.74966 8.01847
H -6.92860 15.46703 7.68277
C -15.33542 13.96527 -7.37559
C -14.79516 13.45739 -6.08670
O -14.04961 14.48133 -5.38561
C -13.46418 14.28609 -4.22917
O -13.47903 13.21464 -3.59393
O -12.91562 15.40314 -3.86836
C -12.13413 15.39949 -2.67246
H -14.47550 14.19072 -8.00629
H -15.98878 14.80469 -7.13770
H -15.91958 13.21261 -7.90511
H -14.08590 12.65010 -6.26930
H -15.52526 13.12829 -5.34728
H -11.87514 16.36483 -2.23753
H -11.17723 14.90011 -2.82428
H -12.57004 14.79177 -1.87953
C -7.46668 23.92507 0.27588
C -6.93276 23.99688 1.73226
O -6.11052 25.12614 1.84738
C -5.50214 25.46707 2.90377
O -5.38299 24.81907 3.93753
O -4.84548 26.66894 2.61151
C -3.91429 27.17494 3.58644
H -7.96674 24.87686 0.09653
H -8.22724 23.16076 0.11632
H -6.66275 23.87970 -0.45878
H -6.44097 23.03922 1.90298
H -7.79412 23.92021 2.39579
H -3.25639 27.88554 3.08613
H -3.37616 26.34841 4.05054
H -4.40765 27.60896 4.45611
```

Results
* 2S+1: 1
* maximum force: 6.0 eV Å⁻¹
* highest occupied orbital energy: -4.3401 eV
* charge: -1
* calculated total energy: -144662.0831 eV
* relative energy (zero: lowest compared OMol25 entry of this formula, charge and spin): 210.4 kJ/mol
* LUMO: 1.90 eV
* Kohn-Sham gap: 6.241 eV



Computed, not measured: a cluster of 8 separate species, C41H98Br2N6O15 in total, with ωB97M-V/def2-TZVPD.

Geometry as XYZ:
```
162
C41H98Br2N6O15 ωB97M-V/def2-TZVPD
C 3.82848 -6.31300 0.68133
O 2.42785 -6.46625 0.93594
C 1.83108 -7.69329 0.56584
C 0.32499 -7.52790 0.45922
N -0.18556 -6.80288 -0.72274
C 0.24131 -7.19929 -2.05742
C 0.21933 -5.99880 -2.99671
O 1.28981 -5.14034 -2.65092
C 1.55030 -4.17336 -3.68087
H 4.48059 -6.78359 1.41647
H 3.97132 -5.23635 0.76058
H 3.94478 -6.63391 -0.35529
H 2.07789 -8.46606 1.31063
H 2.36983 -8.03199 -0.33170
H 0.09326 -6.85367 1.28735
H -0.24231 -8.45473 0.48997
H 0.01829 -5.82132 -0.63113
H -0.27181 -8.06451 -2.48348
H 1.28241 -7.55007 -2.01353
H -0.77625 -5.54524 -2.92031
H 0.27603 -6.33834 -4.03450
H 2.40132 -4.50399 -4.27252
H 1.61433 -3.19300 -3.21362
H 0.67607 -4.12889 -4.33680
C -1.45715 1.25188 4.90291
O -0.19549 1.82962 4.64121
C 0.20370 1.48687 3.30459
C 1.64532 1.98158 3.16756
N 2.20814 2.16044 1.81707
C 1.39254 2.98764 0.92755
C 1.60253 4.48599 1.17289
O 0.86122 5.27846 0.27039
C -0.53485 5.25244 0.53733
H -1.31298 0.15735 4.98144
H -2.16238 1.32341 4.07199
H -1.84039 1.48500 5.89282
H -0.49789 1.95792 2.60895
H 0.04844 0.40935 3.23889
H 2.25073 1.21565 3.65494
H 1.76133 2.88228 3.76825
H 2.28607 1.23117 1.41996
H 0.31951 2.79472 0.99622
H 1.63654 2.82346 -0.12301
H 2.66950 4.70956 1.08548
H 1.42625 4.76566 2.22066
H -0.97299 4.28338 0.29701
H -0.94442 5.96892 -0.17854
H -0.81538 5.61608 1.52834
C -5.51892 6.51749 -0.19960
O -4.51681 5.53197 -0.40503
C -4.98810 4.36219 -1.05730
C -3.97149 3.24900 -1.00048
N -4.37783 2.16260 -0.13360
C -4.20927 2.46086 1.26936
C -4.46683 1.28582 2.21378
O -3.51491 0.24693 2.12463
C -3.94500 -0.86157 1.32850
H -5.09095 7.21905 0.51502
H -6.47599 6.11240 0.12347
H -5.58864 7.08824 -1.13266
H -5.17260 4.63586 -2.10591
H -5.96267 4.02317 -0.69076
H -3.02375 3.75006 -0.74091
H -3.83208 2.79789 -1.98491
H -3.90611 1.30983 -0.39703
H -4.86544 3.24262 1.66306
H -3.17828 2.80973 1.44787
H -5.46131 0.91057 1.91537
H -4.71325 1.58262 3.23560
H -3.03122 -1.40931 1.10653
H -4.37732 -0.51889 0.38496
H -4.69819 -1.41586 1.89100
C -5.78025 1.42467 -5.17637
O -4.93626 0.38612 -5.61956
C -4.89646 -0.72615 -4.77743
C -3.74152 -1.59747 -5.29199
N -2.47161 -0.85492 -5.13877
C -1.37745 -1.54732 -4.44110
C -1.74953 -1.97537 -3.02463
O -2.46600 -3.21399 -3.07887
C -3.02047 -3.46209 -1.78786
H -5.52140 1.73242 -4.15315
H -6.82378 1.10138 -5.15404
H -5.59453 2.31700 -5.76868
H -5.78652 -1.36674 -4.92134
H -4.83196 -0.50099 -3.70755
H -3.85414 -1.82918 -6.35359
H -3.72820 -2.55896 -4.78552
H -2.19565 -0.43784 -6.01112
H -0.57320 -0.81114 -4.41522
H -1.10217 -2.46260 -4.98086
H -2.26921 -1.13457 -2.55785
H -0.82869 -2.16817 -2.46416
H -3.65014 -4.34732 -1.83805
H -3.56239 -2.57451 -1.45302
H -2.22337 -3.65474 -1.06229
C -2.00762 7.50352 -3.43198
O -0.75180 7.59310 -4.08214
C -0.58900 6.65705 -5.16578
C 0.47262 5.62291 -4.87542
N 0.02348 4.52251 -4.04948
C 1.05267 3.62615 -3.56184
C 0.43155 2.38090 -2.96855
O -0.43000 2.63380 -1.89226
C -0.92665 1.43347 -1.34843
H -2.11273 6.57246 -2.87242
H -2.82870 7.54334 -4.16138
H -2.14320 8.41940 -2.86075
H -0.16921 7.32457 -5.92067
H -1.53747 6.19580 -5.44168
H 1.32996 6.12421 -4.39465
H 0.87859 5.28616 -5.83571
H -0.49665 4.90794 -3.27032
H 1.64111 4.16095 -2.79822
H 1.75914 3.39960 -4.36124
H 1.19209 1.64254 -2.67135
H -0.08739 1.84785 -3.78015
H -0.15826 0.67185 -1.20603
H -1.52139 0.91148 -2.12452
H -1.72988 1.62130 -0.64357
C 8.26062 1.45232 5.03219
O 6.92189 1.37350 4.57998
C 6.60646 2.47321 3.76085
C 5.16315 2.44531 3.26259
N 4.99631 1.56097 2.07746
C 5.13253 0.15459 2.38982
C 3.85871 -0.51993 2.95507
O 4.07932 -1.77349 3.53244
C 4.44854 -1.75889 4.88608
H 8.36169 2.29960 5.71948
H 8.92038 1.55924 4.16594
H 8.54290 0.55646 5.58252
H 7.29813 2.59710 2.91889
H 6.67893 3.41124 4.33467
H 5.02350 3.46106 2.89803
H 4.55237 2.13990 4.11706
H 4.02092 1.73897 1.83123
H 5.99066 -0.06134 3.03286
H 5.46961 -0.50507 1.57518
H 3.19803 -0.63626 2.09515
H 3.47096 0.20847 3.67864
H 3.63865 -1.37472 5.51359
H 5.40397 -1.26631 5.09942
H 4.63835 -2.79864 5.16642
Br 0.71074 -4.09924 5.41453
C 2.26279 -5.33709 5.27276
C 1.65372 -6.73675 5.38403
Br 3.13943 -7.96799 5.63491
H 2.77796 -5.01769 6.16782
H 2.83082 -5.21743 4.35509
H 0.97841 -7.07657 4.61002
H 1.12457 -6.68952 6.33381
C 1.47359 -3.28106 1.71854
C 0.64210 -3.71583 0.50057
O -0.42888 -2.77779 0.63248
C -0.00273 -1.65758 1.25651
O -0.54701 -0.61805 1.10994
O 1.21521 -1.89260 1.79797
H 2.53389 -3.50346 1.65917
H 1.03435 -3.74189 2.60676
H 0.23566 -4.70528 0.63117
H 1.24814 -3.55320 -0.39172
```

Results
* 2S+1: 1
* maximum force: 2.6 eV Å⁻¹
* highest occupied orbital energy: -8.2015 eV
* charge: 0
* calculated total energy: -223834.0070 eV
* SMILES: COCCNCCOC.COCCNCCOC.COCCNCCOC.COCCNCCOC.COCCNCCOC.COCCNCCOC.O=C1OCCO1.BrCCBr
* relative energy (zero: lowest compared OMol25 entry of this formula, charge and spin): 0.0 kJ/mol
* LUMO: 0.39 eV
* Kohn-Sham gap: 8.596 eV